Entry 1:
A structure of composition C36H49N8O2S2ScSeSiTe, computed with wB97M-V/def2-TZVPD.

Structure (XYZ):
```
101
C36H49N8O2S2ScSeSiTe | the Open Molecules 2025 dataset | wB97M-V/def2-TZVPD
Te -4.8464 -1.4593 0.3494
Se -2.3481 -1.9525 0.0518
Sc -0.0091 -1.1907 1.4048
S 2.5090 -1.1948 2.7253
S 3.9918 0.1751 -3.4958
Si -2.5072 -3.5861 -1.5504
O 2.2313 -1.9205 1.4662
O 2.5273 -2.0265 3.9055
N 0.7228 2.5599 -5.6607
N -1.0159 0.6277 2.2672
N 0.6138 -0.2886 -0.4624
N 0.1212 -3.5923 1.6139
N -1.1719 -1.9475 3.3808
N -2.7706 3.3480 -2.7603
N 1.4018 -0.1036 2.6440
N -1.6180 1.7112 -1.2886
C 1.5088 0.7538 -0.4012
C -2.6511 -2.6984 -3.1888
C -3.9683 -4.6990 -1.2419
C -0.9729 2.2002 4.1762
C -0.8697 -4.1862 2.5250
C -2.3046 2.6040 3.8713
C -0.9276 1.7398 -2.5671
C 1.0666 2.2670 5.5008
C 5.2146 -1.1317 3.0514
C 2.7999 1.1017 -4.4574
C 1.6635 1.3104 4.6833
C -2.3166 1.0080 2.0614
C -1.5698 3.0122 -0.6492
C 2.7815 2.4935 -4.4261
C 0.9364 0.7944 3.6188
C 6.4661 -0.5538 2.9092
C 4.1006 -0.4452 2.5908
C -1.5308 2.8519 -3.4597
C -0.9764 -4.6777 -1.5342
C -3.7036 2.1987 -2.4934
C 5.4667 1.3823 1.8804
C -0.2206 2.7076 5.2533
C 0.8984 -1.2551 -1.3967
C 2.6212 0.8427 -1.1811
C -2.9931 1.2806 -1.4724
C 6.5907 0.6986 2.3231
C -2.9606 1.9582 2.8157
C 1.9903 -1.2474 -2.2097
C 2.9170 -0.1728 -2.1384
C -0.3738 1.2174 3.3531
C 4.2109 0.8111 2.0130
C 1.7359 3.1641 -5.0375
C 0.7663 1.2261 -5.7122
C -2.4000 4.0294 -1.4716
C -0.9050 -3.3345 3.7809
C 1.7702 0.4620 -5.1428
H -0.8704 3.7094 -3.5774
H 1.2737 1.5225 0.3273
H -1.8425 -4.1583 2.0301
H -1.8458 4.9304 -1.7314
H 1.7456 -0.6164 -5.2134
H -3.0071 0.2464 -1.8118
H -2.7972 -3.3992 -4.0146
H -0.9424 -5.2847 -0.6256
H 2.6735 0.9686 4.8730
H -3.8869 1.7151 -3.4521
H -1.0295 0.7624 -3.0397
H -1.9669 2.9270 0.3631
H 2.1330 -2.0460 -2.9272
H -4.9018 -4.2095 -1.5138
H -4.6378 2.6137 -2.1173
H 1.7073 4.2503 -5.0231
H -0.6354 -5.2244 2.7743
H -1.0618 -5.3790 -2.3696
H -0.0482 0.7431 -6.2429
H 0.0735 -3.3564 4.2664
H -2.8005 3.3438 4.4849
H -3.9983 2.1716 2.5874
H 3.3196 1.3248 1.6817
H 5.5675 2.3625 1.4333
H -0.9621 -1.2851 4.1225
H -1.6439 -3.7237 4.4857
H -0.6733 3.4543 5.8948
H -2.1549 -1.8190 3.1478
H 0.1376 1.9147 -2.4104
H 3.2770 1.6999 -1.0845
H -2.8514 0.4942 1.2757
H -3.3319 4.3103 -0.9819
H -3.2372 4.0181 -3.3646
H 7.3442 -1.0788 3.2609
H 3.5683 3.0400 -3.9230
H -1.8216 2.5078 -4.4495
H 0.1630 -4.0977 0.7351
H -4.0370 -4.9707 -0.1873
H -0.0294 -4.1482 -1.6480
H -3.8575 -5.6137 -1.8319
H -3.5126 1.3020 -0.5170
H 0.1662 -2.0531 -1.4754
H -0.5289 3.3300 -0.5820
H -1.7520 -2.1095 -3.3876
H 7.5698 1.1480 2.2185
H 5.0905 -2.0980 3.5212
H -3.5118 -2.0261 -3.1532
H 1.6210 2.6690 6.3395
H 1.0537 -3.6562 2.0164
```

Results
**LUMO level (spin up / spin down)**: -0.48 / -0.48 eV
**Spin multiplicity**: 1

Mulliken atomic charge list, values in e, 2 entries:
1. Te -0.525
2. Se -0.916



Entry 2:
A cluster of 2 separate species, C6H13NO in total in a non-equilibrium geometry, computed with wB97M-V/def2-TZVPD.

Structure (XYZ):
```
21
C6H13NO | the Open Molecules 2025 dataset | wB97M-V/def2-TZVPD
O -1.6724 -1.3338 -0.0812
N -1.1199 0.7437 0.6986
C 1.7522 -1.4227 0.0137
C 1.3216 0.0932 0.1310
C 2.4847 1.0793 0.0730
C 0.2173 0.3538 1.1903
C -1.5595 -0.1218 -0.3674
C -2.1398 0.5985 -1.4173
H 2.2937 -1.8056 0.9159
H 0.7714 0.2744 -0.8309
H -2.6559 0.1146 -2.2361
H -0.5434 -0.8687 -1.6795
H 0.5220 1.1026 1.9600
H -2.4757 1.6088 -1.2251
H 2.3630 -1.3857 -0.8990
H 3.0809 1.2937 0.9576
H 0.7838 -1.9008 -0.1984
H 2.2384 2.1029 -0.3485
H 0.0506 -0.6340 1.6550
H -1.1665 1.7140 0.4046
H 3.1614 0.5761 -0.6058
```

Results
**LUMO level**: -1.95 eV
**Spin multiplicity**: 1

Mulliken atomic charge list, values in e, 2 entries:
1. O -0.596
2. N -0.358



Entry 3:
A structure of composition C17H18I2N8O2Pb in a non-equilibrium geometry, computed with wB97M-V/def2-TZVPD.

Structure (XYZ):
```
48
C17H18I2N8O2Pb | the Open Molecules 2025 dataset | wB97M-V/def2-TZVPD
Pb 0.0458 0.8759 0.2648
I 2.9958 2.3019 1.2095
I 0.2921 2.0744 3.5479
O -1.8304 0.1035 1.8765
O -3.6813 1.1619 2.2076
N -3.9467 3.4345 0.8230
N 0.6213 -1.6504 1.8241
N -0.5944 3.5483 -0.5021
N -0.6362 0.1506 -2.1682
N -2.1586 1.8925 0.7766
N -1.9314 3.9009 -0.2237
N -2.6321 1.0340 1.6690
N 1.1160 -1.5160 -0.7955
C 1.5726 -3.5270 3.4867
C 0.1031 -1.7559 3.0033
C 0.5354 -2.7202 3.9226
C -1.7058 0.7010 -2.7098
C 2.3134 2.7315 3.2133
C 2.1840 -2.1532 -2.8109
C 1.1682 -1.4728 -2.1166
C -1.3861 -0.5288 -4.7113
C 1.9094 -2.3111 -0.0726
C 2.0918 -3.4116 2.2164
C -2.7309 3.0856 0.4851
C 3.0636 -2.9318 -2.0797
C -0.2840 -1.1270 -4.1273
C -2.1299 0.3956 -4.0011
C 2.9098 -3.0569 -0.7116
C 0.0826 -0.7619 -2.8245
C 1.5744 -2.4392 1.3408
H -0.4019 3.7117 -1.4923
H 2.3528 3.8081 3.3760
H -2.2466 4.8393 -0.4623
H 0.2713 -1.8865 -4.6607
H -2.2421 1.4254 -2.1158
H -4.5379 2.7973 1.3593
H -4.3291 4.3514 0.6238
H -1.6763 -0.7933 -5.7267
H 2.2943 -2.0491 -3.8800
H 2.8810 -4.0712 1.8728
H -0.7169 -1.0838 3.2530
H 0.0424 4.1436 0.0330
H 3.5472 -3.7235 -0.1455
H 1.9487 -4.2912 4.1684
H 2.9645 2.2041 3.9082
H -3.0004 0.8777 -4.4235
H 0.0658 -2.8108 4.8936
H 3.8517 -3.4776 -2.5937
```

Results
**LUMO level (spin up / spin down)**: -16.81 / -15.49 eV
**Net charge**: +4
**Spin multiplicity**: 1

Mulliken atomic charge list, values in e, 2 entries:
1. Pb 1.230
2. I 0.244



What energy relative to the best compared isomer or geometry (same formula, charge and spin) values result from the calculations? In sequence: 1.431; 6.604; 1.893 eV.